Record 1
Density functional theory data (ωB97M-V with the def2-TZVPD basis set) for a molecular structure, Cl4NOP.

The geometry in XYZ format:
```
7
Cl4NOP ωB97M-V with the def2-TZVPD basis set
Cl -1.3814 -0.2390 1.4972
Cl 1.4544 -0.2405 -1.6452
Cl 0.1968 2.1151 0.2078
Cl -0.7484 -2.3795 -0.9046
P -0.0799 -0.9519 0.3633
O 0.5330 1.5183 1.6202
N 0.0256 0.1774 -1.1388
```

Calculated values
- 2S+1: 1
- ΔE to the lowest compared entry with this formula, charge and spin: 132.4 kcal/mol
- Kohn-Sham gap (spin up / spin down): 6.66 / 6.66 eV

---

Record 2
Density functional theory data (ωB97M-V with the def2-TZVPD basis set) for a molecular structure, C41H35ClN2OsSi2.

The geometry in XYZ format:
```
82
C41H35ClN2OsSi2 ωB97M-V with the def2-TZVPD basis set
Os 2.2440 -0.0850 2.0050
Cl -2.0220 -2.7532 0.7920
Si -1.8863 -1.2592 -0.6738
Si -0.2092 2.7866 -1.4405
N 0.8115 -1.0789 3.3393
N 2.2020 -2.1966 1.3882
C 0.3413 1.6416 -3.9650
C 0.0375 -3.1109 -3.8140
C -1.9610 1.3784 -3.2771
C 1.3413 -3.0055 2.0520
C 0.6421 -2.4145 3.1622
C -3.8881 4.5559 -0.7541
C -2.2195 0.5393 1.3113
C -0.9964 2.4652 2.0927
C 0.1120 -0.4574 4.3019
C -0.7124 -1.1740 5.1735
C 4.1238 -0.1376 2.9438
C 1.7320 -4.8106 0.5094
C 0.3121 -5.1429 2.5728
C 3.2624 0.8089 3.5770
C -0.2802 -4.6033 3.6955
C 1.3163 -2.5340 -3.8071
C -1.1696 0.2979 -5.3008
C 1.6773 -1.6872 -2.7599
C -0.6617 1.8381 -3.0040
C 4.2369 0.2136 1.5606
C -2.2021 0.5686 -4.3960
C -1.4132 0.3537 0.1963
C -2.7989 3.6688 -0.8075
C -0.2765 1.3122 -0.0186
C -0.1894 -3.2050 4.0027
C -3.7809 5.8560 -1.2642
C -0.5844 -1.8096 -1.8692
C -2.0068 1.5193 2.2817
C -0.1436 2.3408 0.9992
C 2.8437 1.7635 2.5895
C 0.7323 -1.3575 -1.7881
C 3.4478 1.3922 1.3362
C -0.8488 -2.5463 5.0521
C -0.9261 -2.7386 -2.8709
C 2.6005 -3.9646 -0.1656
C -1.5915 4.0906 -1.3714
C 2.8787 -2.6968 0.3426
C -1.5206 5.3597 -1.9800
C -2.6031 6.2461 -1.9092
C 0.0909 0.8674 -5.0997
C 1.1244 -4.3615 1.6925
H 1.3253 2.0924 -3.8209
H 2.0207 -2.7397 -4.6164
H 0.6421 3.0974 0.8820
H 3.6399 -2.0457 -0.0967
H -2.6393 1.5437 3.1782
H -4.6305 6.5502 -1.1718
H 4.8682 -0.2627 0.8250
H 0.6734 0.8776 -0.3975
H 3.3903 1.9457 0.4095
H -3.1989 0.1437 -4.5557
H -0.2297 -3.8329 -4.5830
H -1.4593 -3.1150 5.7494
H -1.2334 -0.6226 5.9536
H 1.5216 -5.8175 0.1408
H 3.0172 0.8329 4.6374
H -0.8654 3.2891 2.7949
H 2.2284 2.6369 2.7669
H 1.0658 3.5368 -1.6044
H -2.7915 1.6337 -2.6141
H -0.6156 5.6633 -2.5169
H 1.0392 -0.7158 -0.9625
H -0.8597 -5.2345 4.3698
H 2.6825 -1.2602 -2.7071
H 0.1949 -6.2001 2.3408
H -4.8179 4.1936 -0.3221
H -3.2038 -1.3195 -1.2374
H -2.5478 7.2383 -2.3706
H 0.2340 0.6291 4.3581
H -1.9551 -3.1163 -2.9020
H 0.8858 0.7141 -5.8358
H 3.0745 -4.2543 -1.1059
H -2.9021 2.6496 -0.4036
H -1.3520 -0.3693 -6.1524
H 4.6428 -0.9456 3.4479
H -3.0631 -0.1503 1.4894
```

Calculated values
- 2S+1: 5
- <S²>: 6.059
- Kohn-Sham gap (spin up / spin down): 6.02 / 3.61 eV
- Total charge: +2

---

Record 3
Density functional theory data (ωB97M-V with the def2-TZVPD basis set) for a gas-phase ion, C3H2ClNO6S (charge -2).

The geometry in XYZ format:
```
14
C3H2ClNO6S ωB97M-V with the def2-TZVPD basis set
Cl 1.9236 -1.9455 0.4756
S 1.0868 0.3250 -0.9721
O 1.3308 1.3616 0.2032
O 0.6625 2.0381 2.2336
O 2.3885 0.1524 -1.5893
O -0.8976 1.6824 0.6865
O -1.0292 -2.3491 0.9981
O 0.0949 0.8302 -1.9058
N -1.7376 -0.7490 -0.4806
C 0.2192 1.7185 1.1490
C 0.5728 -1.1606 -0.2574
C -0.7143 -1.4501 0.1958
H -2.5067 -0.5693 0.1535
H -1.3938 0.1155 -0.8900
```

Calculated values
- 2S+1: 1
- SMILES: NC(=O)C(Cl)=[S@](=O)([O-])OC(=O)[O-]
- ΔE to the lowest compared entry with this formula, charge and spin: 0.0 kcal/mol
- Kohn-Sham gap: 6.39 eV
- Total charge: -2